174
Properties=species:S:1:pos:R:3 method="wB97M-V/def2-TZVPD" e_above_lowest_kcal_mol=0.00 lumo_energy_ev=0.14 energy_ev=-226377.72502 e_homo_ev=-8.583
C 6.322 -0.196 4.637
C 6.002 -0.561 3.545
C 5.441 -1.070 2.285
C 5.220 0.049 1.236
C 4.292 -0.500 0.116
C 3.415 0.567 -0.582
C 2.878 -0.099 -1.872
C 1.791 -1.158 -1.714
C 1.285 -1.715 -2.901
C 0.305 -2.689 -2.839
C -0.217 -3.133 -1.622
C 0.260 -2.595 -0.434
C -0.220 -3.017 0.937
C 1.250 -1.606 -0.519
O 4.401 1.487 -1.097
C 4.360 2.647 -0.388
O 5.191 3.484 -0.368
O 3.190 2.654 0.304
C 2.448 1.427 0.267
S 2.227 1.026 2.067
C 1.020 1.679 -0.285
C 0.669 3.159 -0.492
O -0.730 3.374 -0.588
C -1.336 2.558 -1.577
C -2.597 3.183 -2.165
O -3.443 3.809 -1.210
C -4.462 2.981 -0.775
C -4.224 1.962 0.138
C -5.256 1.149 0.608
C -6.573 1.306 0.178
C -7.744 0.464 0.702
C -7.315 -0.461 1.860
C -8.727 1.528 1.349
C -8.537 -0.234 -0.435
C -8.032 -1.628 -0.897
C -8.699 -1.875 -2.286
C -6.516 -1.701 -1.155
C -8.539 -2.794 -0.022
C -6.794 2.325 -0.758
C -5.771 3.134 -1.226
H 6.622 -0.192 5.663
H 4.507 -1.592 2.510
H 6.129 -1.807 1.853
H 6.207 0.261 0.807
H 4.874 0.975 1.697
H 3.736 -1.353 0.511
H 4.949 -0.906 -0.659
H 2.506 0.684 -2.545
H 3.722 -0.574 -2.379
H 1.657 -1.423 -3.880
H -0.094 -3.141 -3.745
H -0.977 -3.907 -1.586
H 0.674 -3.099 1.567
H -0.868 -2.270 1.405
H -0.665 -4.014 0.928
H 1.624 -1.209 0.421
H 2.473 -0.292 2.211
H 0.321 1.317 0.472
H 0.802 1.095 -1.181
H 1.013 3.765 0.351
H 1.156 3.592 -1.383
H -0.627 2.378 -2.399
H -1.627 1.610 -1.100
H -3.119 2.398 -2.732
H -2.297 3.939 -2.905
H -3.213 1.810 0.511
H -4.986 0.398 1.343
H -8.172 -1.069 2.158
H -6.406 -1.038 1.683
H -7.098 0.188 2.719
H -9.687 1.547 0.822
H -8.908 1.301 2.403
H -8.297 2.526 1.254
H -9.573 -0.354 -0.096
H -8.553 0.401 -1.328
H -8.599 -0.987 -2.916
H -9.776 -2.031 -2.127
H -8.318 -2.787 -2.756
H -6.322 -2.714 -1.533
H -5.898 -1.586 -0.264
H -6.261 -1.023 -1.976
H -8.259 -3.721 -0.546
H -9.632 -2.807 0.032
H -8.057 -2.843 0.955
H -7.800 2.515 -1.126
H -5.989 3.934 -1.932
O 11.681 -0.322 5.634
S 11.678 0.424 4.431
O 12.845 0.605 3.638
O 11.035 1.863 4.733
C 9.893 2.078 3.893
C 9.342 0.694 3.624
O 10.506 -0.134 3.480
H 10.232 2.557 2.972
H 9.172 2.722 4.390
H 8.730 0.654 2.727
H 8.766 0.323 4.469
O -3.274 -4.872 -0.625
S -4.418 -4.806 0.210
O -4.659 -3.720 1.087
O -4.509 -6.176 1.043
C -5.760 -6.825 0.786
C -6.135 -6.397 -0.616
O -5.724 -5.028 -0.694
H -6.487 -6.469 1.519
H -5.653 -7.903 0.877
H -7.201 -6.486 -0.811
H -5.580 -6.962 -1.368
O 3.271 -3.570 1.523
S 2.993 -4.687 2.358
O 1.671 -5.056 2.705
O 3.860 -4.533 3.697
C 4.706 -5.679 3.868
C 4.981 -6.165 2.462
O 3.741 -5.972 1.767
H 4.159 -6.424 4.449
H 5.615 -5.403 4.398
H 5.277 -7.210 2.430
H 5.744 -5.556 1.971
O -6.375 1.428 -6.101
S -5.906 2.582 -6.792
O -6.118 2.943 -8.145
O -4.317 2.646 -6.515
C -3.992 3.857 -5.829
C -5.236 4.201 -5.035
O -6.325 3.852 -5.891
H -3.771 4.625 -6.574
H -3.122 3.709 -5.195
H -5.282 5.255 -4.771
H -5.308 3.595 -4.128
O 13.966 -3.773 -1.063
S 12.744 -3.277 -0.543
O 11.543 -4.031 -0.597
O 12.481 -1.827 -1.182
C 12.350 -0.849 -0.142
C 13.189 -1.383 0.996
O 12.975 -2.802 0.970
H 11.296 -0.786 0.138
H 12.690 0.123 -0.488
H 12.901 -0.965 1.954
H 14.252 -1.197 0.825
O 14.571 0.619 7.342
S 13.345 1.117 7.851
O 12.138 0.390 7.748
O 13.120 2.595 7.256
C 12.989 3.541 8.320
C 13.802 2.959 9.458
O 13.562 1.552 9.389
H 11.931 3.615 8.584
H 13.353 4.516 8.006
H 13.504 3.350 10.427
H 14.871 3.131 9.310
O -7.343 0.988 -7.857
S -7.257 -0.320 -8.389
O -6.203 -1.200 -8.038
O -7.349 -0.238 -9.999
C -8.445 -1.024 -10.469
C -9.450 -1.007 -9.336
O -8.656 -1.081 -8.149
H -8.084 -2.037 -10.663
H -8.847 -0.602 -11.387
H -10.144 -1.842 -9.382
H -10.011 -0.069 -9.314
O -8.781 4.463 1.362
S -8.610 5.860 1.540
O -9.651 6.696 2.014
O -8.028 6.466 0.172
C -6.778 7.120 0.416
C -6.185 6.387 1.600
O -7.309 6.104 2.445
H -6.980 8.167 0.654
H -6.143 7.065 -0.465
H -5.447 6.980 2.133
H -5.738 5.437 1.297